[1]
Molecular formula: C4H8N2
Method: DFT, ωB97M-V with the def2-TZVPD basis set

XYZ file:
```
14
Properties=species:S:1:pos:R:3:forces:R:3
C 1.860765 -0.427148 0.246480 4.233 -1.753 -1.017
N 1.469990 0.833141 -0.277726 2.074 2.969 0.616
C 0.640771 -0.269787 -0.458364 -1.478 -2.132 -0.027
C -0.532950 -0.387078 0.434130 -3.053 3.841 -4.668
C -1.596349 0.795001 0.142581 0.032 -3.197 -0.015
N -1.809644 -0.613941 -0.370326 2.023 0.757 1.668
H 2.829069 -0.863360 -0.022366 -0.478 -0.061 -1.173
H 1.851883 -0.591750 1.247543 -0.776 -0.031 3.174
H 1.354957 1.357568 0.595889 -1.093 0.397 -0.923
H 0.644972 -0.713172 -1.454055 -0.686 0.518 0.088
H -0.389888 -0.451567 1.461941 -0.106 -1.082 1.658
H -2.250139 1.147221 0.913987 -0.077 -0.241 0.795
H -1.576861 1.517282 -0.641588 0.829 0.151 -0.645
H -2.319837 -1.202545 0.246043 -1.442 -0.138 0.468
```
Forces are in eV/Å.

The SMILES is C1N[C@@H]1[C@H]1CN1. As for the charge: 0. The max |F| is 6.8 eV/Å. Its HOMO-LUMO gap is 0.3763 hartree. The HOMO energy comes out at -9.188 eV.


[2]
Molecular formula: C4H8N2
Method: DFT, ωB97M-V with the def2-TZVPD basis set

XYZ file:
```
14
Properties=species:S:1:pos:R:3:forces:R:3
H 2.766618 0.545544 -0.481344 -0.624 -1.131 -1.124
N 2.345928 0.870052 0.376806 0.548 1.564 1.616
N 1.151004 0.757132 0.638529 -0.101 0.685 0.325
C 0.269310 -0.039323 -0.092466 -0.007 -2.700 -1.383
C 0.865500 -1.077657 -1.043749 -1.807 -1.044 0.951
C -1.028848 -0.162901 0.216931 1.626 3.172 1.189
C -1.845740 0.839206 0.930263 2.384 1.980 4.625
H 1.729957 -0.839639 -1.501102 3.052 1.762 -1.500
H 0.295542 -1.443356 -1.873586 -1.225 0.502 -0.384
H 1.177198 -2.028324 -0.653907 -0.070 -0.490 1.402
H -1.529090 -0.965081 -0.136858 -1.522 -2.463 -1.459
H -2.726094 1.078186 0.466651 -2.250 0.342 -1.512
H -1.301719 1.862085 1.109708 -0.707 -1.981 -0.616
H -2.169567 0.604076 2.044126 0.703 -0.198 -2.131
```
Forces are in eV/Å.

The SMILES is [H]/N=N\C(C)=C/C. As for the charge: 0. The max |F| is 5.6 eV/Å. Its HOMO-LUMO gap (alpha / beta) is 0.3248 / 0.3247 hartree. The HOMO energy (alpha / beta) comes out at -8.679 / -8.679 eV.


[3]
Molecular formula: C4H8N2
Method: DFT, ωB97M-V with the def2-TZVPD basis set

XYZ file:
```
14
Properties=species:S:1:pos:R:3:forces:R:3
C 1.289792 0.621913 -0.857598 2.215 0.369 -0.314
C -0.133063 -2.256026 -1.224685 2.577 -1.117 -1.560
C -1.068113 -1.923527 -0.421598 -3.536 0.198 3.564
C 0.241701 1.917590 0.879622 0.556 -0.455 2.121
N 0.881168 -2.590432 -1.827437 -0.801 0.207 -0.279
N 0.453269 0.673569 0.113771 -0.319 3.718 0.974
H 2.021731 1.594888 -0.696008 -1.847 -1.755 -0.685
H -1.443862 -2.622758 0.457944 0.974 1.284 -2.259
H -1.617476 -0.948681 -0.457065 0.696 -1.107 -0.328
H -0.237601 0.026954 0.432492 -0.070 -1.200 -0.859
H 0.419598 1.677561 1.920241 0.578 -0.098 0.557
H -0.753837 2.285344 1.002461 -1.110 0.002 -1.034
H 0.892806 2.744543 0.644018 0.253 -0.133 -0.592
H 0.794789 -2.998943 -2.769489 -0.165 0.087 0.695
```
Forces are in eV/Å.

As for the charge: 0. The max |F| is 5.0 eV/Å. Its HOMO-LUMO gap is 0.3185 hartree. The HOMO energy comes out at -7.833 eV.


[4]
Molecular formula: C4H8N2
Method: DFT, ωB97M-V with the def2-TZVPD basis set

XYZ file:
```
14
Properties=species:S:1:pos:R:3:forces:R:3
C -1.075063 2.730029 -1.699847 0.078 -0.083 -0.025
C -0.374053 1.663776 -1.410815 0.154 -0.251 0.086
N 0.257874 0.633080 -1.175183 -0.357 0.603 -0.256
N -0.101049 -0.085962 -0.030343 -0.033 -0.035 0.245
C 0.778784 -1.210953 0.244032 0.060 -0.138 -0.018
C 0.322113 -1.827566 1.558087 0.008 -0.020 0.059
H -0.779895 3.716600 -1.361746 0.047 -0.129 -0.059
H -1.981296 2.628947 -2.288210 0.106 0.012 0.068
H -0.155189 0.536921 0.771690 -0.050 -0.057 -0.094
H 1.840730 -0.921970 0.285472 -0.168 -0.007 0.014
H 0.664233 -1.928418 -0.575447 0.039 0.107 0.110
H -0.749202 -2.049554 1.511905 0.173 -0.014 0.018
H 0.488356 -1.134101 2.391805 -0.020 -0.110 -0.099
H 0.863657 -2.750829 1.778600 -0.038 0.123 -0.048
```
Forces are in eV/Å.

The SMILES is C=C=NNCC. As for the charge: 0. The max |F| is 0.7 eV/Å. Its HOMO-LUMO gap is 0.3605 hartree. The HOMO energy comes out at -8.770 eV.


[5]
Molecular formula: C4H8N2
Method: DFT, ωB97M-V with the def2-TZVPD basis set

XYZ file:
```
14
Properties=species:S:1:pos:R:3:forces:R:3
C -1.721655 1.020207 0.212839 2.060 -1.830 1.197
C -0.533760 -0.427027 0.204252 -3.837 6.330 -1.997
N -1.027414 -1.413865 0.775499 4.320 -2.764 0.220
N 0.706056 -0.201687 -0.386609 1.473 -1.123 1.363
C 1.384475 0.118158 -1.406894 0.135 0.622 1.380
C 2.287842 0.099733 -0.229738 1.428 0.795 -0.350
H -2.507005 0.533654 0.844231 0.607 0.909 -0.453
H -1.089755 1.801698 0.769304 -1.250 -1.044 -0.931
H -2.142910 1.324383 -0.771896 0.848 -0.430 0.513
H -1.912876 -1.444783 1.183680 -2.011 0.174 0.735
H -0.386473 -2.201674 0.982487 -0.767 -0.175 -0.099
H 1.147818 0.417872 -2.417719 0.188 -0.311 -0.456
H 3.068310 -0.664368 -0.017295 -1.350 -0.479 -0.512
H 2.727346 1.037697 0.257860 -1.845 -0.677 -0.610
```
Forces are in eV/Å.

The SMILES is CC(=[NH2+])[N+]1=CC1. As for the charge: +2. The max |F| is 7.7 eV/Å. Its HOMO-LUMO gap is 0.3819 hartree. The HOMO energy comes out at -21.250 eV.


[6]
Molecular formula: C4H8N2O
Method: DFT, ωB97M-V with the def2-TZVPD basis set

XYZ file:
```
15
Properties=species:S:1:pos:R:3:forces:R:3
C 2.325906 -0.494495 -0.413413 -1.030 2.669 1.319
N 1.517397 0.565103 -0.654864 3.694 -2.411 1.591
N 0.634777 0.660076 0.384060 -2.642 -1.911 -1.695
C 0.027945 -0.737696 0.524106 -0.311 -0.656 2.285
C -1.487087 -0.104058 0.319757 2.369 0.932 -1.355
O -2.152503 -0.626311 -0.800259 -3.339 2.936 -2.618
C -0.731208 1.283110 -0.004329 1.839 -1.290 4.480
H 2.216659 -1.136510 0.591881 0.666 1.604 -2.392
H 3.289270 -0.433432 -0.877562 0.129 -0.552 -0.712
H 0.709054 -1.548068 -0.180700 -3.281 2.143 1.513
H 0.198335 -1.073591 1.629805 -0.567 0.203 -1.914
H -2.158834 -0.122683 1.147805 -0.038 0.003 1.004
H -2.936950 0.143637 -1.273998 3.782 -3.427 2.571
H -0.754469 2.227889 0.615787 -0.955 -1.095 -0.839
H -0.698287 1.397027 -1.008077 -0.315 0.852 -3.237
```
Forces are in eV/Å.

The SMILES is C=NN1CC(O)C1. As for the charge: 0. The max |F| is 5.7 eV/Å. Its HOMO-LUMO gap is 0.3374 hartree. The HOMO energy comes out at -8.705 eV.


Look up the charge of the first one. 0